# 1
C36H56O33 | ωB97M-V with the def2-TZVPD basis set

XYZ file:
```
125
Properties=species:S:1:pos:R:3
O 16.360 -10.271 -10.156
C 0.825 -22.408 -2.410
O 1.945 -17.767 3.432
C 9.495 -11.630 -11.254
C 8.598 -26.806 -7.062
C 17.304 -23.028 -11.100
H 12.277 -12.944 -2.575
H 9.623 -12.102 2.600
H 2.978 -18.801 5.017
O 7.297 -20.898 -4.906
O 15.136 -22.888 -12.194
H 11.002 -10.342 -10.469
H 6.762 -28.491 -5.699
H 9.566 -11.836 4.414
O 8.123 -26.995 -5.764
C 12.099 -12.482 4.525
O 9.564 -12.106 -12.529
O 11.532 -13.703 4.659
H 16.899 -23.285 -10.121
H 18.521 -9.751 -12.249
O 4.071 -17.309 2.767
H 11.219 -23.403 -12.506
O 1.211 -25.726 -2.316
H 11.983 -24.054 -13.992
H 6.095 -26.952 -5.100
H 10.728 -14.203 2.799
H 6.789 -18.586 -3.566
H 1.787 -21.924 -2.578
O 10.434 -22.800 0.813
C 0.269 -22.791 -3.768
C 12.456 -23.795 0.996
O 10.566 -11.457 -14.509
H 0.830 -22.204 -4.495
O 10.772 -12.270 -4.761
H 9.837 -12.407 -10.571
O 8.612 -19.053 -4.743
O 2.309 -15.971 2.263
C 11.026 -24.084 0.522
O 0.614 -24.159 -3.836
C 1.019 -24.602 -2.617
C 7.843 -18.342 -3.699
H 0.481 -19.217 5.360
O 10.359 -13.159 -2.842
H 13.140 -24.148 0.224
C 11.633 -13.539 -3.223
H 2.622 -14.312 0.904
H 12.763 -12.196 -4.632
C 10.064 -19.761 -6.843
C 17.015 -9.205 -10.784
C 11.841 -23.170 -13.370
O 0.907 -23.660 -1.709
C 8.230 -20.248 -5.302
H -0.966 -15.102 -6.327
C 9.902 -12.347 -3.755
C 14.164 -23.534 -12.871
C 16.431 -11.442 -10.852
H 17.874 -8.757 -10.284
H 12.152 -13.665 -5.415
H 8.447 -11.367 -11.111
H 9.707 -14.307 4.242
O 9.762 -26.525 -7.412
C -0.156 -15.721 -5.940
H -0.526 -16.684 -5.588
H 0.029 -13.969 -4.854
H 9.630 -9.404 -11.210
H 5.732 -26.231 -7.299
C 0.510 -14.944 -4.774
H 16.892 -22.972 -13.225
H 11.965 -14.575 -3.150
O 10.849 -10.322 -12.578
H 10.667 -24.845 1.215
H 10.776 -18.070 -7.968
C 2.307 -18.897 4.164
H 10.656 -19.375 -6.013
H 5.753 -27.961 -7.625
O 13.104 -12.006 5.118
C 10.090 -12.281 3.569
C 16.462 -23.400 -12.319
C 11.408 -21.881 1.117
H 10.727 -20.492 -7.304
H 16.257 -8.449 -10.989
O 14.248 -24.620 -13.449
H 2.842 -19.578 3.503
C 10.226 -10.315 -11.234
H 0.324 -19.557 3.690
H 9.571 -18.889 -8.831
C 2.062 -15.401 -6.280
H 12.681 -24.302 1.934
H 8.209 -18.428 -2.676
H 1.236 -20.684 4.746
H 0.257 -15.354 -3.796
H 16.512 -24.488 -12.352
H 17.327 -21.942 -11.008
C 10.487 -13.727 3.750
C 10.297 -11.275 -13.296
H 3.533 -15.874 0.676
O 8.770 -11.852 -3.749
C 2.875 -17.040 2.844
C 11.945 -12.917 -4.650
H 9.211 -17.840 -7.341
O 7.552 -26.971 -7.961
H 16.924 -9.523 -13.040
H 7.813 -17.272 -3.905
H 0.112 -21.823 -1.829
H 3.935 -14.923 2.047
O 12.619 -22.370 0.905
H 10.934 -24.368 -0.526
O 0.878 -15.832 -6.879
H 18.345 -23.350 -11.113
O 16.940 -11.174 -12.070
O 16.154 -12.531 -10.474
C 6.344 -27.131 -7.239
O 11.444 -11.797 3.638
O 11.155 -20.781 1.491
C 6.795 -27.407 -5.801
H -0.787 -22.533 -3.842
H 11.308 -22.378 -13.898
O 13.082 -22.760 -12.885
C 1.029 -19.639 4.517
O 3.113 -15.188 -6.813
C 9.835 -18.599 -7.814
O 1.878 -15.120 -5.041
C 3.104 -15.164 1.384
C 17.441 -9.855 -12.140
O 8.933 -20.537 -6.430
```

Results
Structure (SMILES) ... CCOC(=O)OC.CCOC(=O)OC.CCOC(=O)OC.O=C1OCCO1.O=C1OCCO1.O=C1OCCO1.O=C1OCCO1.O=C1OCCO1.O=C1OCCO1.O=C1OCCO1.O=C1OCCO1
LUMO level ... -0.119 eV
HOMO-LUMO gap ... 0.384 hartree
Relative energy (zero: lowest compared OMol25 entry of this formula, charge and spin) ... 34.45 kJ/mol

Results of the Löwdin charge analysis, in e, for atoms 1 through 6:
1. O 0.050
2. C -0.109
3. O 0.048
4. C -0.175
5. C -0.427
6. C -0.074

***

# 2
C36H56O8 | ωB97M-V with the def2-TZVPD basis set

XYZ file:
```
100
Properties=species:S:1:pos:R:3
O 5.599 -4.515 1.190
O 1.438 1.589 1.300
H 3.209 0.784 -2.303
H -0.096 0.427 3.009
H -11.208 -0.342 -0.934
C 4.746 4.189 0.980
C 3.831 -0.375 -0.819
C 4.963 -3.765 0.484
C 7.031 -0.859 -0.840
H -5.769 -0.931 -0.239
H 0.678 4.673 -2.096
H 7.777 -0.246 -3.291
C 1.418 -1.002 -0.185
H -10.671 0.643 -2.296
C 4.373 -1.825 -0.828
H 2.201 5.558 -2.161
H 2.964 -0.365 1.146
C -0.888 1.179 3.001
H -8.685 -1.744 0.477
H -3.896 -2.166 1.772
H 5.086 -2.232 2.315
C -12.012 -0.951 -2.825
C -4.970 -0.315 1.654
H 7.270 -2.824 -0.041
H -12.247 -1.967 -2.513
H -9.351 -1.302 -3.152
C 0.379 2.397 1.223
H -6.284 -1.933 1.117
C 1.680 4.677 -2.524
O 0.003 2.929 0.210
H 5.024 -1.823 -1.714
H 1.600 -2.034 0.102
C -7.380 -0.092 0.927
C 8.288 -1.121 -1.638
H -1.645 0.693 1.043
H 2.664 -2.919 -1.777
H 0.462 2.837 3.298
C 4.341 2.079 2.268
H -7.204 0.922 0.560
C 2.169 1.336 0.091
H -11.726 -0.975 -3.875
H -5.285 -0.295 2.701
H 1.191 -0.957 -1.248
C 3.444 -2.972 -1.039
H 1.461 1.453 -0.742
C -6.093 -0.905 0.802
H 5.726 4.251 1.449
H -2.953 -0.582 3.487
H 7.111 -1.559 1.168
C 4.312 2.738 0.909
H 8.256 -2.155 -2.022
O 4.717 -1.710 1.591
H -7.641 -0.017 1.986
H 3.930 -6.170 -0.523
C 2.369 3.432 -2.050
C 5.232 -2.248 0.375
O 2.727 3.542 -0.774
H 4.039 4.766 1.574
H -9.808 -2.226 -1.722
H 2.706 -5.623 0.610
H -8.283 0.415 -1.641
O 3.501 -0.136 -2.161
H -2.810 1.483 2.100
C -2.570 -0.630 2.464
H 1.616 4.679 -3.607
H 5.372 1.994 2.611
C -0.289 2.524 2.572
H 5.164 0.223 0.732
C 3.238 2.399 -0.098
H -1.067 3.284 2.503
H 5.184 2.553 -1.116
C 6.729 -1.906 0.203
H -12.910 -0.346 -2.729
H 9.159 -1.042 -0.979
H -3.325 -1.087 0.501
C -2.015 0.737 2.070
H 6.579 0.931 -1.808
H -1.753 -1.356 2.453
O 8.526 -0.218 -2.684
H -1.274 1.271 4.018
O 2.562 2.447 -2.723
H 4.803 4.636 -0.007
H 0.555 -0.644 0.374
C -9.612 -1.217 -2.093
C 2.634 -0.133 0.132
H -7.521 -1.175 -1.640
C -10.884 -0.380 -1.975
H -9.469 -0.165 0.473
C 5.015 0.513 -0.309
H 2.409 -5.482 -1.133
H 3.795 2.696 2.979
C -8.417 -0.628 -1.342
C -8.565 -0.701 0.176
C -3.679 -1.122 1.534
H 3.890 1.094 2.267
H -4.795 0.715 1.340
C 4.664 1.983 -0.354
C 6.281 0.219 -1.051
C 3.791 -4.063 -0.341
C 3.165 -5.414 -0.356
```

Results
LUMO level ... 0.530 eV
HOMO-LUMO gap ... 0.345 hartree
Relative energy (zero: lowest compared OMol25 entry of this formula, charge and spin) ... 5.28 kJ/mol

Results of the Löwdin charge analysis, in e, for atoms 1 through 6:
1. O 0.121
2. O 0.050
3. H 0.068
4. H 0.114
5. H 0.099
6. C -0.012

***

# 3
C36H57BF4N4O8P3S2Tl | ωB97M-V with the def2-TZVPD basis set

XYZ file:
```
116
Properties=species:S:1:pos:R:3
C 0.357 1.444 5.784
H 0.599 -6.898 3.384
H 2.444 -3.321 3.640
N 1.803 2.202 2.518
P -1.247 0.801 -2.747
H 0.267 -4.544 4.268
H 1.320 0.883 -3.383
H -4.300 2.909 1.733
H 4.128 -4.099 0.388
P -1.918 2.465 -0.335
H 2.236 2.689 -4.857
H -3.898 -0.693 -0.567
H 0.468 4.330 -0.187
H 2.301 -2.367 2.156
H 0.809 0.378 -6.347
H -2.302 -5.956 3.445
C 2.821 -3.206 2.624
H -0.436 5.568 -1.088
C -1.237 -5.762 3.320
H 1.038 3.218 4.737
N 1.961 1.553 1.473
C 2.811 1.593 -0.797
O -2.705 0.358 -3.115
C -4.185 1.177 0.455
H -1.957 3.107 -2.664
O -0.591 0.992 -4.183
H -0.327 3.629 2.121
C -3.833 -0.292 0.445
H 2.912 -5.262 -0.170
F -2.442 0.668 4.822
H 2.782 4.089 1.516
H 3.828 5.335 -0.371
C 2.615 -4.478 1.829
H 3.154 -5.298 2.306
C -0.160 5.219 -0.092
H 0.429 5.997 0.396
H -4.120 0.391 -6.158
C 0.899 2.146 4.716
C 2.557 2.289 0.419
C 3.742 3.653 -1.716
C -4.073 1.844 1.808
H -3.074 1.708 2.223
H -4.771 1.374 2.499
H 0.827 3.268 -3.960
C 4.311 -0.510 -2.240
H -2.015 5.799 0.803
H -1.270 -3.704 3.978
C -3.497 0.951 -4.181
C 1.160 2.564 -4.723
C 1.242 1.438 3.579
C 4.793 -1.430 -3.155
H -0.670 5.268 2.713
H -5.189 1.318 0.051
H 1.058 -1.477 -2.159
N 2.428 0.309 -0.903
H -5.486 1.734 -4.352
C -0.818 -4.653 4.261
H 1.926 -3.118 -3.801
C -1.390 4.908 0.736
F -1.719 -0.254 2.851
H 3.538 1.835 -2.814
H 0.394 -1.595 4.327
S 0.292 -6.430 -0.392
C 0.559 -0.534 4.467
H -1.152 -4.891 5.272
C 2.592 -2.378 -3.375
S -0.425 -3.481 -0.179
P 0.029 -5.055 0.965
H 3.884 -2.967 2.674
H -3.008 1.871 -4.512
H -1.958 4.056 2.636
O 1.214 -4.847 1.986
H -4.510 -0.835 1.104
C 3.399 2.335 -1.865
C -0.472 -7.056 3.510
O -3.342 1.862 -0.542
C 3.065 -4.343 0.393
H 4.318 -3.085 -4.439
H 0.052 1.961 6.683
O -1.179 -5.314 1.931
H 2.525 -3.539 -0.104
O -2.239 3.974 0.019
H 5.843 -1.424 -3.418
H 0.661 2.814 -5.661
C 0.848 1.133 -4.338
H -0.261 -0.505 6.450
H -4.758 1.947 -2.746
Tl 0.200 -0.616 0.910
H 0.988 -0.872 -5.103
C -1.064 4.429 2.137
N 1.090 0.122 3.448
C 2.102 -1.477 -2.448
B -2.503 -0.485 4.036
H 4.170 4.199 -2.547
H -4.027 -0.957 -5.005
C 2.951 -0.518 -1.881
C 2.960 3.615 0.560
C 0.186 0.082 5.660
O -0.565 -0.131 -1.838
C 1.279 0.137 -5.391
H -0.802 -7.811 2.796
F -1.945 -1.578 4.722
H 4.984 0.185 -1.756
F -3.817 -0.765 3.658
C -4.854 1.270 -3.594
H 2.363 0.162 -5.512
C 3.936 -2.361 -3.732
C 3.541 4.299 -0.487
H -0.650 -7.429 4.520
O -0.955 1.806 0.570
C -1.323 2.468 -2.047
H -2.543 -0.264 -5.677
H -5.335 0.353 -3.248
C -3.549 -0.032 -5.330
H -2.824 -0.441 0.827
H -0.301 2.857 -2.027
```

Results
LUMO level (spin up / spin down) ... -2.121 / -2.180 eV
HOMO-LUMO gap (spin up / spin down) ... 0.221 / 0.214 hartree
Relative energy (zero: lowest compared OMol25 entry of this formula, charge and spin) ... 0.00 kJ/mol

Results of the Löwdin charge analysis, in e, for atoms 1 through 6:
1. C -0.040
2. H 0.074
3. H 0.079
4. N 0.099
5. P 0.471
6. H 0.069

***

# 4
C36H57F3O33 | ωB97M-V with the def2-TZVPD basis set

XYZ file:
```
129
Properties=species:S:1:pos:R:3
C 2.478 -3.933 1.767
F 0.566 -2.652 -6.658
O 1.236 2.637 -4.101
C -1.949 5.110 0.110
H 5.188 3.445 7.409
C -3.073 6.733 -0.943
O -3.814 -3.727 -4.334
O 1.986 -3.568 -3.645
H -5.996 -2.855 0.369
H 1.525 1.720 -7.188
H -6.498 -3.527 -3.814
H 1.362 -0.113 4.278
O 1.649 -1.575 -2.602
O 6.712 2.846 -1.447
H 0.346 -4.321 -4.669
H 2.456 -2.857 1.592
H -3.425 1.470 -3.071
H 0.994 -1.031 1.515
C 1.172 0.371 5.236
C 0.214 1.345 0.746
O 3.170 -0.466 0.387
O 1.358 -1.848 -4.774
H 4.017 2.177 -1.658
O -0.688 1.380 -3.495
H -5.510 -2.074 5.724
C -4.276 1.063 -1.221
O 2.998 -2.324 4.198
H 0.136 0.703 5.302
H -3.629 0.204 -1.046
O 3.080 0.243 7.320
O -5.977 -3.633 2.310
H 5.438 3.964 2.261
H 6.301 -2.144 1.404
C 0.274 -1.184 0.711
C 1.590 1.658 -6.102
C 5.029 2.367 7.381
C -6.124 -4.100 -2.966
H 4.835 -3.006 1.074
C 1.566 -2.799 -5.749
H 5.922 1.929 6.935
H 1.663 3.864 -5.685
H -5.845 -4.592 0.378
C 2.027 -3.527 6.644
O 6.849 1.860 0.579
C 1.367 -4.015 -4.899
O -4.963 2.897 -2.575
H 3.814 0.914 -2.898
H 5.577 1.050 2.043
H -1.467 6.626 -2.301
H -4.941 0.192 -4.294
C -6.069 3.040 -3.378
C -5.614 -3.693 0.951
C 3.701 1.150 -1.839
H 1.879 -4.526 1.076
H -5.309 0.930 -0.897
O -3.119 -1.762 1.125
C -1.972 -1.343 0.854
C 6.345 2.693 -0.315
H 3.154 3.511 1.302
H -5.691 -0.509 4.657
H 4.581 -1.563 1.898
H 1.976 -2.454 6.829
C -0.306 0.040 0.020
H -5.862 -5.092 -3.335
F -4.281 6.296 -0.869
C 1.987 2.893 -5.309
H -2.937 5.697 -2.721
O -5.008 -3.343 -2.469
O 0.332 1.293 -5.561
H -1.361 -2.667 -2.821
C -2.236 5.950 -1.926
H -3.146 7.770 -1.273
H 4.712 1.967 8.344
H -1.551 -0.898 -3.121
H 3.451 -4.362 1.529
H 2.526 -2.576 -6.214
H -6.034 0.087 -2.982
C 1.733 -2.280 -3.598
O -6.229 -1.310 2.289
O 3.916 2.197 6.498
C 4.235 -0.565 -0.245
H 6.820 2.103 2.628
H 0.001 0.025 -1.025
O 4.600 0.146 -1.319
H 1.877 -4.885 -5.311
O -1.658 -0.121 0.373
H 1.300 1.256 0.752
C 0.183 1.832 -4.306
C 3.061 1.209 6.521
H 2.630 1.090 -1.645
O 2.102 -4.318 3.121
H -6.923 -4.174 -2.229
O 5.239 -1.343 -0.025
C -6.161 -2.360 2.837
H -7.100 -1.383 5.369
O -6.234 -2.531 4.089
O -1.606 4.433 0.991
O 5.345 3.448 0.290
C 5.206 3.075 1.675
H -0.165 2.327 0.464
H 3.416 2.653 2.814
O -2.255 6.450 0.233
C 2.377 -3.408 4.194
O 1.752 -3.952 5.324
H 3.320 1.785 1.365
C 3.727 2.711 1.771
H -4.531 -3.710 1.072
O -0.864 -2.017 0.977
H 1.279 -0.428 5.969
O -6.268 1.832 -4.016
H 3.058 2.849 -5.111
C -1.891 -1.900 -3.386
O -3.308 -2.146 -2.892
H 2.998 -3.870 7.001
C -4.418 1.549 -2.627
H 0.908 -1.600 -0.072
H -1.590 -2.142 -4.405
C -6.073 -1.465 5.016
C -3.986 -3.190 -3.266
F 2.476 0.673 -5.844
H -0.219 1.255 1.742
O -6.879 4.002 -3.321
O -1.879 4.825 -1.215
C 6.162 1.930 1.776
H -3.638 1.757 -0.674
C 5.250 -2.001 1.157
C -5.409 0.799 -3.520
H 1.189 -3.894 7.237
O 2.249 1.357 5.414
```

Results
Structure (SMILES) ... O=C1OC[C@@H](F)O1.O=C1OC[C@@H](F)O1.O=C1OC[C@@H](F)O1.C[C@H]1COC(=O)O1.C[C@H]1COC(=O)O1.C[C@H]1COC(=O)O1.COC(=O)OC.COC(=O)OC.COC(=O)OC.COC(=O)OC.COC(=O)OC
LUMO level ... 0.124 eV
HOMO-LUMO gap ... 0.369 hartree

Results of the Löwdin charge analysis, in e, for atoms 1 through 6:
1. C -0.037
2. F 0.084
3. O 0.062
4. C -0.545
5. H 0.093
6. C -0.354

***

no.,total energy (eV)
1,-105802.191
2,-54621.543
3,-126387.886
4,-113971.484